Entry 1:
DFT (ωB97M-V/def2-TZVPD) results for one molecule with the formula C16H15N3O5 in a non-equilibrium geometry.

Last column: Mulliken charge in e.
Cartesian coordinates (Å):
C 2.8038 -2.5944 4.1667  -0.974
O 1.7601 -1.8133 3.6390  -0.409
C 1.8370 -1.3914 2.3420  1.202
C 2.9317 -1.6455 1.5211  -0.356
C 2.9912 -1.1781 0.2226  -1.372
C 1.9377 -0.4341 -0.2992  0.421
C 1.9570 0.0370 -1.6646  -0.347
N 0.9362 0.6235 -2.1465  0.096
N 0.9069 1.0438 -3.4173  -0.418
C -0.1816 1.6639 -3.9604  -0.065
O -0.1432 2.1129 -5.0869  -0.637
C -1.3795 1.7686 -3.0752  0.549
C -2.1234 2.9459 -3.1205  -0.711
C -3.2354 3.1127 -2.3113  -0.511
C -3.6246 2.1019 -1.4521  -0.567
C -2.8977 0.9172 -1.4340  -0.208
N -3.3071 -0.1522 -0.5536  1.104
O -4.2363 0.0621 0.1951  -0.643
O -2.7017 -1.1998 -0.6185  -0.604
C -1.7840 0.7347 -2.2416  0.155
C 0.8360 -0.1806 0.5174  -0.474
C 0.7560 -0.6450 1.8195  0.373
O -0.3768 -0.2843 2.4784  -0.472
C -0.8261 -1.0080 3.6044  -0.765
H 2.9330 -3.5267 3.6081  0.376
H 2.5037 -2.8262 5.1877  0.251
H 3.7499 -2.0441 4.1857  0.367
H 3.7642 -2.2150 1.9018  0.395
H 3.8573 -1.3982 -0.3833  0.325
H 2.8601 -0.1504 -2.2576  0.350
H 1.7327 0.9555 -4.0173  0.258
H -1.8121 3.7275 -3.7970  0.477
H -3.7977 4.0327 -2.3498  0.401
H -4.4810 2.2065 -0.8035  0.496
H -1.2573 -0.2052 -2.2030  0.589
H 0.0124 0.3954 0.1310  0.492
H -1.8470 -0.6651 3.7718  0.293
H -0.8339 -2.0828 3.4116  0.326
H -0.2205 -0.8013 4.4892  0.240

frontier orbital gap = 7.664 eV
lowest unoccupied orbital energy = -0.415 eV
net charge = 0
M = 329.312 g/mol
E_HOMO = -8.08 eV
structure (SMILES) = COc1ccc(/C=N/NC(=O)c2cccc([N+](=O)[O-])c2)cc1OC

Entry 2:
DFT (ωB97M-V/def2-TZVPD) results for C16H15N3O9PbS as an isolated structure in a non-equilibrium geometry.

Last column: Mulliken charge in e.
Cartesian coordinates (Å):
Pb 1.6416 0.0972 -0.2616  1.415
O 1.4211 -1.4739 1.5359  -0.627
N 2.3523 -1.6280 2.4521  0.393
C 2.1697 -2.6209 3.3536  -0.298
C 3.0698 -2.8682 4.3528  -0.640
C 4.1956 -2.0538 4.4624  -0.158
C 4.3725 -1.0440 3.5473  -0.832
C 3.4561 -0.8372 2.5087  0.671
S 3.7617 0.3987 1.3369  -0.387
H 1.2606 -3.1838 3.2109  0.433
H 2.8945 -3.6851 5.0366  0.399
H 4.9132 -2.2057 5.2566  0.383
H 5.2266 -0.3845 3.5886  0.376
O 0.3832 3.1747 -2.8811  -0.640
C 0.4232 2.8417 -1.7058  0.367
O 1.3550 2.4363 -0.9663  -0.819
C -0.9732 2.9309 -0.9886  0.438
C -1.8121 3.9526 -1.3364  -0.248
C -3.0479 4.0714 -0.7116  -0.380
C -3.4767 3.1445 0.2442  0.004
C -2.6820 2.0915 0.5819  -0.506
C -1.3490 1.9076 -0.0223  0.435
O -0.6196 0.9472 0.2718  -0.512
N -3.2598 1.1622 1.5790  1.009
O -2.7358 0.0985 1.8149  -0.557
O -4.2961 1.5390 2.1078  -0.630
N -3.9293 5.1831 -1.0590  1.055
O -5.0037 5.2393 -0.4895  -0.601
O -3.5348 5.9681 -1.8955  -0.600
H -1.5146 4.6686 -2.0893  0.590
H -4.4485 3.2504 0.7015  0.664
C 0.7048 -3.1828 -3.3536  -1.756
C 0.3173 -2.1688 -2.2378  1.707
C -0.3609 -2.9187 -1.0873  -1.296
C -0.6311 -1.1219 -2.8412  -1.106
O 1.5208 -1.6078 -1.8603  -0.675
H -0.1985 -3.6835 -3.6989  0.387
H 1.4025 -3.9158 -2.9516  0.431
H 1.1736 -2.6526 -4.1810  0.426
H -1.2901 -3.3798 -1.4215  0.436
H -0.5796 -2.2212 -0.2736  0.152
H 0.3063 -3.6876 -0.6971  0.353
H -1.5026 -1.5952 -3.2918  0.452
H -0.1058 -0.5336 -3.5938  0.376
H -0.9704 -0.4491 -2.0474  -0.083

frontier orbital gap (spin up / spin down) = 6.211 / 4.936 eV
lowest unoccupied orbital energy (spin up / spin down) = -2.769 / -3.881 eV
net charge = 0
M = 632.575 g/mol
E_HOMO (spin up / spin down) = -8.98 / -8.82 eV

Entry 3:
DFT (ωB97M-V/def2-TZVPD) results for an isolated ion of composition C16H15N4O5S and charge -1 in a non-equilibrium geometry.

Last column: Mulliken charge in e.
Cartesian coordinates (Å):
C 0.2144 3.5283 -3.8224  -1.056
N 0.9080 3.1748 -2.6059  0.017
C 2.2545 3.3941 -2.4748  0.494
O 2.9293 3.9206 -3.3406  -0.706
N 2.8114 2.9905 -1.2805  -0.052
C 2.2166 2.3749 -0.1644  0.001
O 2.8904 2.1165 0.8199  -0.711
C 0.8366 2.1662 -0.4069  0.195
C 0.2236 2.5712 -1.5900  1.146
N -1.0909 2.3155 -1.5736  -0.628
C -1.2947 1.6830 -0.4202  0.097
S -2.8761 1.3023 0.1815  -0.235
C -3.4875 0.5227 -1.3207  -0.558
C -2.4304 -0.5538 -1.8369  0.479
O -2.8713 -1.3052 -2.6950  -0.748
O -1.3102 -0.4858 -1.3126  -0.621
N -0.1861 1.6309 0.3581  0.194
C -0.0233 0.9163 1.5916  -1.571
C 0.2182 -0.5697 1.3076  0.287
O 0.1794 -1.2604 2.5429  -0.413
C 0.2433 -2.6140 2.5239  0.461
C 0.3193 -3.3956 1.3740  -0.300
C 0.3813 -4.7743 1.4837  -0.641
C 0.3743 -5.3920 2.7210  -0.511
C 0.2984 -4.6153 3.8668  -0.374
C 0.2333 -3.2412 3.7727  -0.407
H 0.9609 3.7862 -4.5714  0.388
H -0.3861 2.6788 -4.1450  0.329
H -0.4458 4.3785 -3.6433  0.287
H 3.8067 3.1621 -1.2018  0.229
H -4.4384 0.0469 -1.0871  0.395
H -3.6301 1.2865 -2.0852  0.265
H 0.8277 1.3441 2.1262  0.337
H -0.9328 1.0239 2.1886  0.367
H -0.5594 -0.9224 0.6203  0.285
H 1.1979 -0.6975 0.8291  0.361
H 0.3168 -2.9414 0.3966  0.457
H 0.4347 -5.3700 0.5836  0.354
H 0.4249 -6.4688 2.7946  0.363
H 0.2895 -5.0854 4.8405  0.357
H 0.1721 -2.6220 4.6546  0.385

frontier orbital gap = 7.748 eV
lowest unoccupied orbital energy = 2.872 eV
net charge = -1
M = 375.386 g/mol
E_HOMO = -4.88 eV
structure (SMILES) = Cn1c(=O)[nH]c(=O)c2c1nc(SCC(=O)[O-])n2CCOc1ccccc1

Entry 4:
DFT (ωB97M-V/def2-TZVPD) results for C16H15N5O3S3TeW as an isolated structure in a non-equilibrium geometry.

Last column: Mulliken charge in e.
Cartesian coordinates (Å):
W -1.0226 1.4649 1.3059  1.568
N 2.0417 -3.4218 -3.5393  -0.553
C 1.4060 -2.8311 -2.4614  1.043
C 2.1206 -2.4649 -1.3202  -0.953
C 1.5062 -1.7761 -0.2915  -0.311
C 0.1653 -1.4290 -0.3821  0.141
C -0.5652 -1.8130 -1.5022  -0.526
C 0.0472 -2.5134 -2.5204  -0.950
S -2.1685 -1.1318 1.2011  0.564
O -2.2442 0.1273 2.1082  -0.398
O -3.0023 -0.9218 0.0418  -0.496
N -0.4295 -0.6037 0.6430  0.359
C 0.1538 -0.6784 1.9700  -0.022
N 0.0171 -1.7869 2.6636  -0.393
C 0.3326 -1.6979 3.9619  -0.301
C 0.7212 -0.4968 4.5314  -0.700
C 0.7861 0.6225 3.7408  -0.262
N 0.4734 0.5533 2.4219  -0.093
H 2.9116 -3.8912 -3.3612  0.212
H 1.4540 -3.8678 -4.2214  0.213
H 3.1729 -2.7134 -1.2489  0.286
H 2.0753 -1.5045 0.5901  0.485
H -1.6073 -1.5500 -1.5846  0.463
H -0.5318 -2.7990 -3.3902  0.300
H 0.2121 -2.6129 4.5245  0.501
H 0.9482 -0.4290 5.5858  0.413
H 1.0420 1.6105 4.0952  0.549
S -2.4427 2.4603 5.4573  -0.435
C -1.9758 2.5557 3.9475  0.546
N -1.6294 2.6469 2.8156  -0.615
C 0.4650 3.9722 0.3053  -0.738
O 0.2029 2.6796 0.7782  -0.435
H 0.4047 4.6793 1.1336  0.307
H -0.2891 4.2266 -0.4482  0.270
H 1.4600 4.0133 -0.1393  0.265
Te -2.7092 2.2734 -0.5171  -0.070
C -1.5457 1.5207 -2.1616  -0.016
C -0.1831 1.4626 -2.2865  0.038
C 0.2523 1.0492 -3.5765  -1.002
C -0.7813 0.8054 -4.4205  -0.399
S -2.2903 1.0725 -3.6488  -0.154
H 0.5031 1.7091 -1.4965  0.467
H 1.2920 0.9422 -3.8536  0.402
H -0.7491 0.4868 -5.4507  0.429

frontier orbital gap (spin up / spin down) = 5.425 / 5.447 eV
lowest unoccupied orbital energy (spin up / spin down) = -1.335 / -1.332 eV
net charge = 0
M = 732.969 g/mol
E_HOMO (spin up / spin down) = -6.76 / -6.78 eV

Question: net charge of number 3 (C16H15N4O5S)?
Answer: -1

Question: Which formula does entry 2 have?
Answer: C16H15N3O9PbS

Question: Which of these has the lowest net charge?
Answer: C16H15N4O5S